Here is a molecular structure, C2H3BiO3 at a distorted geometry from the Open Molecules 2025 dataset. Energies are from wB97M-V/def2-TZVPD.

Calculated values
- Frontier orbital gap (alpha / beta): 6.41 / 6.41 eV
- E_LUMO (alpha / beta): -0.036 / -0.036 Ha
- Charge: 0
- Strongest force on any atom: 2.09 eV/Å
- Relative energy (zero: lowest compared OMol25 entry of this formula, charge and spin): 0.0000 eV
- 2S+1: 1
- Molar mass: 284.02 g mol⁻¹

Last column: Löwdin charge in e.
CARTESIAN COORDINATES (ANGSTROEM)
O 1.656 -1.351 -0.012  -0.2798
C 0.820 -0.411 0.067  -0.8642
O -0.473 -0.773 0.013  -0.0169
O 1.146 0.796 0.059  -0.1754
Bi 3.442 -0.045 -0.127  1.0976
C -1.452 0.258 0.003  -0.0542
H -1.328 0.904 -0.876  0.0986
H -2.423 -0.245 -0.040  0.0957
H -1.388 0.867 0.914  0.0986